No. 1
{
  "formula": "C3H10NOPS",
  "method": "ωB97M-V with the def2-TZVPD basis set",
  "spin_multiplicity": 1,
  "total_charge": 0,
  "symbols": ["C", "C", "C", "N", "O", "P", "S", "H", "H", "H", "H", "H", "H", "H", "H", "H", "H"],
  "coordinates": [[-2.039, 2.027, 0.392], [-0.384, -1.982, 0.184], [2.951, -0.414, -0.615], [-1.490, 0.735, 0.727], [-1.147, -0.059, -1.712], [-0.631, -0.178, -0.349], [1.973, 0.804, 0.345], [-2.316, 2.062, -0.741], [-3.059, 2.255, 0.928], [-1.416, 2.886, 0.582], [-0.413, -2.661, -0.721], [0.505, -1.919, 0.833], [-1.123, -2.447, 0.737], [3.023, -1.409, -0.171], [4.085, -0.218, -0.602], [2.609, -0.313, -1.556], [-1.129, 0.831, 1.739]],
  "mulliken_charge": [-0.79, -0.88, -0.84, -0.25, -0.62, 0.64, -0.27, 0.27, 0.25, 0.32, 0.29, 0.26, 0.43, 0.27, 0.29, 0.31, 0.31]
}

=====

No. 2
{
  "formula": "C15H13Br28FO3",
  "method": "ωB97M-V with the def2-TZVPD basis set",
  "spin_multiplicity": 1,
  "total_charge": 0,
  "symbols": ["C", "C", "C", "Br", "O", "C", "O", "C", "C", "O", "F", "H", "H", "H", "H", "C", "Br", "Br", "Br", "H", "C", "Br", "Br", "Br", "H", "C", "Br", "Br", "Br", "H", "C", "Br", "Br", "Br", "H", "C", "Br", "Br", "Br", "H", "C", "Br", "Br", "Br", "H", "C", "Br", "Br", "Br", "H", "C", "Br", "Br", "Br", "H", "C", "Br", "Br", "Br", "H"],
  "coordinates": [[6.964, -0.809, 3.456], [6.144, -1.630, 3.175], [5.147, -2.714, 3.036], [3.693, -2.294, 4.286], [5.842, -3.927, 3.315], [5.158, -4.818, 4.122], [4.262, -5.492, 3.748], [5.674, -4.938, 5.564], [7.082, -5.539, 5.564], [7.249, -6.690, 5.722], [8.100, -4.698, 5.357], [7.765, -0.301, 3.939], [4.753, -2.720, 2.018], [5.630, -3.974, 6.084], [5.043, -5.629, 6.121], [-0.305, -1.875, 2.295], [0.898, -3.324, 1.870], [0.632, -0.344, 3.010], [-1.404, -1.394, 0.786], [-0.968, -2.231, 3.072], [-1.353, -0.392, -3.272], [-1.315, -2.211, -3.903], [-2.764, -0.110, -1.984], [0.365, 0.167, -2.594], [-1.577, 0.234, -4.125], [-1.406, -0.009, -7.540], [-2.344, -1.676, -7.780], [-2.428, 1.238, -6.474], [0.363, -0.275, -6.819], [-1.289, 0.433, -8.519], [6.706, 3.431, 3.438], [5.867, 1.696, 3.309], [5.668, 4.660, 4.506], [8.521, 3.285, 4.078], [6.753, 3.840, 2.438], [-2.550, 2.578, 3.706], [-2.778, 1.043, 4.851], [-3.216, 2.249, 1.925], [-3.327, 4.166, 4.476], [-1.486, 2.754, 3.619], [-6.300, 1.742, -6.574], [-7.852, 2.541, -7.392], [-5.798, 2.655, -4.949], [-6.532, -0.150, -6.285], [-5.479, 1.858, -7.269], [-8.544, 3.924, -11.579], [-9.451, 2.236, -11.799], [-9.576, 5.156, -10.512], [-6.766, 3.689, -10.871], [-8.441, 4.361, -12.563], [0.022, 4.251, -1.728], [-1.067, 3.315, -0.437], [-0.333, 6.147, -1.719], [1.901, 3.875, -1.491], [-0.254, 3.881, -2.706], [-3.970, -2.303, 7.620], [-3.668, -2.285, 5.714], [-2.643, -3.358, 8.541], [-4.090, -0.517, 8.336], [-4.927, -2.779, 7.785]],
  "mulliken_charge": [-0.05, -0.85, 0.27, -0.11, -0.30, 0.36, -0.50, -0.11, 0.48, -0.45, -0.22, 0.52, 0.38, 0.25, 0.31, -0.19, -0.03, 0.03, 0.04, 0.22, 0.39, 0.00, -0.05, 0.02, -0.36, -0.38, 0.01, -0.02, -0.01, 0.39, -0.33, 0.04, -0.02, -0.05, 0.36, -0.33, 0.07, -0.02, -0.04, 0.31, -0.24, -0.02, -0.01, 0.01, 0.24, -0.34, 0.00, -0.01, 0.00, 0.33, -0.30, 0.13, -0.05, -0.03, 0.27, -0.30, -0.03, -0.01, -0.03, 0.34]
}

=====

No. 3
{
  "formula": "C4H12N2O2",
  "method": "ωB97M-V with the def2-TZVPD basis set",
  "spin_multiplicity": 1,
  "total_charge": 0,
  "smiles": "CC(=O)O.CC(N)N",
  "symbols": ["C", "C", "O", "O", "H", "H", "H", "H", "C", "C", "N", "N", "H", "H", "H", "H", "H", "H", "H", "H"],
  "coordinates": [[-2.071, 0.147, -1.573], [-2.351, -0.345, -0.191], [-2.934, 0.269, 0.687], [-1.858, -1.576, 0.042], [-1.481, 1.065, -1.519], [-1.498, -0.595, -2.137], [-3.014, 0.328, -2.093], [-2.121, -1.763, 0.969], [1.474, -0.288, 1.750], [1.120, 0.395, 0.438], [1.879, 1.594, 0.245], [1.490, -0.413, -0.689], [1.178, 0.335, 2.601], [0.950, -1.246, 1.843], [2.549, -0.486, 1.835], [0.053, 0.623, 0.429], [2.852, 1.310, 0.142], [1.628, 1.999, -0.651], [1.091, -0.017, -1.535], [1.064, -1.335, -0.591]],
  "mulliken_charge": [-0.86, 0.72, -0.59, -0.44, 0.24, 0.28, 0.33, 0.34, -1.31, 0.79, -0.70, -0.72, 0.33, 0.31, 0.35, -0.12, 0.33, 0.23, 0.24, 0.25]
}

=====

No. 4
{
  "formula": "C10H12N2O2S",
  "method": "ωB97M-V with the def2-TZVPD basis set",
  "spin_multiplicity": 1,
  "total_charge": 0,
  "symbols": ["C", "C", "C", "C", "C", "C", "C", "C", "C", "C", "N", "N", "O", "O", "S", "H", "H", "H", "H", "H", "H", "H", "H", "H", "H", "H", "H"],
  "coordinates": [[2.940, 0.639, 1.611], [2.751, -0.716, 1.950], [2.179, 1.247, 0.664], [1.795, -1.438, 1.278], [1.140, 0.552, -0.048], [1.052, -0.837, 0.274], [0.279, 1.206, -0.886], [-0.822, 0.501, -1.619], [-2.066, -0.066, 0.347], [-1.868, 1.454, -2.187], [-1.393, -0.486, -0.697], [-2.437, -0.893, 1.316], [0.075, -2.223, -1.842], [-0.779, -2.748, 0.392], [-0.178, -1.788, -0.506], [3.704, 1.200, 2.131], [3.358, -1.177, 2.712], [2.320, 2.290, 0.423], [1.617, -2.481, 1.490], [0.464, 2.234, -1.149], [-0.436, -0.115, -2.443], [-2.386, 0.969, 0.402], [-2.695, 0.895, -2.620], [-1.400, 2.046, -2.970], [-2.249, 2.138, -1.433], [-2.940, -0.571, 2.123], [-2.022, -1.828, 1.287]],
  "mulliken_charge": [-0.33, -0.74, -1.25, -0.52, 1.08, 0.54, -0.93, 0.28, 0.07, -1.67, -0.19, -0.23, -0.61, -0.74, 0.96, 0.37, 0.38, 0.33, 0.40, 0.34, 0.37, 0.35, 0.41, 0.45, 0.37, 0.23, 0.30]
}

=====

| no. | frontier orbital gap (eV) | HOMO level (eV) |
| --- | --- | --- |
| 1 | 7.90 | -8.37 |
| 2 | 9.61 | -9.96 |
| 3 | 9.87 | -9.28 |
| 4 | 6.23 | -6.20 |